The following is a quantum chemistry calculation of a structure of composition C27H54O9 at a distorted geometry, from the Open Molecules 2025 dataset.

Element x y z (Å)
C -5.2831 -0.3098 -0.1741
C -4.5520 0.8196 -0.9329
O -5.0896 1.3066 -1.9058
C -3.1282 1.1784 -0.5544
H -6.3712 -0.2560 -0.1395
H -4.8390 -0.2322 0.8183
H -4.9467 -1.2830 -0.5319
H -3.1980 1.9185 0.2428
H -2.6453 1.5467 -1.4595
H -2.5871 0.3624 -0.0754
C 2.6400 -0.6529 0.6681
C 4.0732 -0.8850 0.1825
O 5.0527 -0.5692 0.8534
C 4.3017 -1.4868 -1.1876
H 2.6602 -0.4760 1.7434
H 1.9291 -1.4131 0.3442
H 2.3681 0.2384 0.1027
H 5.3634 -1.6477 -1.3744
H 4.0414 -0.8547 -2.0367
H 3.8529 -2.4788 -1.1382
C -0.6882 -4.0508 1.4764
C 0.7820 -4.1596 1.0214
O 1.2779 -5.2283 0.6559
C 1.4876 -2.8501 0.7563
H -1.1847 -4.1874 0.5158
H -0.9100 -3.0665 1.8888
H -0.9358 -4.7648 2.2620
H 2.0436 -2.5800 1.6540
H 0.7455 -2.0737 0.5705
H 2.0455 -2.8830 -0.1796
C -0.4185 4.1460 -3.3236
C 0.0080 3.3019 -2.1504
O 0.4267 3.7754 -1.0942
C -0.0078 1.7977 -2.2907
H 0.4516 4.5370 -3.8510
H -0.9776 4.9224 -2.8014
H -0.9876 3.6372 -4.1016
H 0.8868 1.3219 -1.8889
H -0.2304 1.5079 -3.3177
H -0.8233 1.3974 -1.6884
C -0.8263 -0.6717 0.0991
C 0.3948 0.2220 0.0033
O 0.9916 0.3701 -1.0565
C 0.7850 0.9248 1.2778
H -1.6366 -0.2082 -0.4637
H -1.1050 -0.7917 1.1460
H -0.5581 -1.6509 -0.2976
H 0.9815 0.1860 2.0547
H 0.0079 1.6108 1.6148
H 1.6727 1.5541 1.2141
C -0.6053 -0.1458 -2.8938
C -0.5770 -1.6958 -3.0408
O 0.0071 -2.5174 -2.2992
C -1.4301 -2.2284 -4.1871
H -1.4988 0.2489 -2.4103
H -0.4950 0.2484 -3.9040
H 0.1879 0.0887 -2.1839
H -1.9336 -3.1836 -4.0379
H -0.6616 -2.2327 -4.9601
H -2.1489 -1.4809 -4.5227
C -3.2382 -1.8523 0.8854
C -3.9920 -1.8292 2.1878
O -4.6807 -0.8871 2.5913
C -3.8389 -3.1146 3.0685
H -3.9832 -2.0171 0.1070
H -2.4911 -2.6122 0.6564
H -2.8481 -0.8452 0.7387
H -4.1909 -2.8279 4.0595
H -2.7764 -3.3480 3.1381
H -4.3899 -3.9542 2.6449
C 1.3705 1.6941 3.7894
C 1.6727 1.6082 5.2761
O 2.2043 0.5683 5.6862
C 1.5966 2.8418 6.2094
H 1.5455 0.7607 3.2543
H 1.9155 2.4505 3.2247
H 0.3047 1.8216 3.5998
H 1.9557 2.4824 7.1738
H 0.5596 3.1361 6.3710
H 2.1596 3.7200 5.8933
C 3.7674 3.4617 -2.5668
C 3.5772 1.9670 -2.3826
O 3.8126 1.1634 -3.2904
C 2.8429 1.6316 -1.0389
H 3.7450 3.9085 -1.5729
H 2.8238 3.8950 -2.8984
H 4.5650 3.7612 -3.2467
H 1.9365 2.1706 -0.7634
H 3.5767 1.5636 -0.2357
H 2.3116 0.7085 -1.2704

Force components x, y, z for each atom (eV/Å):
C 0.944 1.437 0.335
C -1.554 -1.495 -1.318
O 0.566 0.481 0.351
C -1.307 0.320 0.374
H 0.208 0.340 -0.300
H -0.988 -0.064 -0.061
H -0.892 0.775 -0.779
H 0.149 0.491 -0.174
H -0.043 0.248 0.399
H -1.664 1.420 -0.390
C 2.847 0.550 -0.849
C 1.176 0.145 0.455
O -1.324 -0.101 -0.264
C 0.570 -0.230 0.239
H 0.235 -0.286 -0.201
H 1.929 2.514 0.007
H 1.411 -1.163 1.727
H 0.147 -0.004 0.546
H -0.931 -0.142 0.110
H -0.367 0.037 -0.704
C 1.411 0.035 0.382
C 0.279 -1.739 -1.483
O -0.973 1.723 1.156
C -1.709 -2.610 0.630
H -0.543 -0.250 0.273
H 0.142 0.037 -0.197
H -0.119 -0.376 -0.516
H 0.159 -0.321 -0.233
H -0.199 -1.092 0.747
H 0.323 -0.797 0.438
C -0.039 0.234 0.610
C 1.217 -0.974 0.743
O -0.710 0.292 -0.935
C -1.414 6.626 -2.055
H 0.142 0.321 0.318
H -0.081 0.499 -0.757
H -0.266 -0.148 0.429
H -0.608 3.220 -2.203
H 0.486 2.234 0.717
H 0.631 1.591 0.238
C 1.839 0.133 0.168
C -0.821 -0.038 0.421
O -3.024 -6.065 6.521
C -0.722 0.808 -0.662
H 1.667 -1.150 -0.272
H 0.198 0.245 -0.156
H -0.531 0.237 -0.425
H -0.880 -0.011 -0.859
H -0.545 -0.289 -0.176
H -0.246 -0.216 -0.218
C -0.341 -6.231 -1.285
C -1.324 -1.720 1.413
O -0.810 2.340 -1.267
C 0.569 0.872 0.021
H -0.574 -1.318 -1.046
H -0.304 -0.860 -0.002
H -1.125 -2.131 -2.277
H 0.524 -0.023 0.066
H -0.177 -0.627 -0.583
H -0.091 0.022 0.149
C -0.467 0.117 -0.419
C -0.512 -0.950 1.983
O 1.602 -1.594 -0.645
C -0.050 1.706 -0.281
H 0.657 -0.363 0.502
H -0.113 0.159 0.976
H -0.666 -1.068 0.190
H -0.202 -0.373 -0.052
H -0.078 -0.213 -0.099
H 0.039 0.016 0.036
C -0.668 -0.276 0.355
C 2.532 -0.873 0.178
O -1.423 1.710 -0.367
C -0.587 -1.172 0.075
H 0.798 0.261 1.572
H 0.013 0.342 0.485
H -0.111 0.579 0.357
H 0.168 0.173 -0.065
H -0.115 0.136 -0.221
H 0.031 -0.235 -0.314
C -0.334 -0.106 0.460
C -1.050 0.739 -0.882
O -0.289 0.991 2.106
C 2.753 0.269 -2.477
H 0.973 0.178 0.050
H -0.248 -0.323 -0.641
H 0.000 -0.026 0.275
H 1.175 1.492 -0.162
H 0.047 0.269 -0.118
H 3.600 0.677 -0.194

The calculation puts the orbital gap at 8.608 eV. The molar mass is 522.72 g/mol.

The following is a quantum chemistry calculation of a structure of composition C27H54OsP2Si at a distorted geometry, from the Open Molecules 2025 dataset.

Element x y z (Å)
Os -0.6719 -0.0239 -1.8759
C -1.9086 1.7111 0.0441
C -2.5049 0.8722 -0.9938
C -2.0082 -0.3849 0.9283
C -1.8015 0.9508 1.2328
C -2.4096 -0.4876 -0.4781
C -1.8755 3.1754 0.0859
H -1.5884 3.6973 -0.8248
H -1.2867 3.6213 0.9129
H -2.9125 3.4685 0.3050
C -1.7507 1.4666 2.6598
H -1.5949 2.5441 2.7565
H -0.9385 0.9933 3.2383
H -2.6655 1.2612 3.2578
C -2.0858 -1.4215 1.9880
H -3.1407 -1.3933 2.2897
H -1.5155 -1.2282 2.9198
H -1.8748 -2.4517 1.7011
C -3.2480 -1.6304 -0.9632
H -4.3150 -1.3642 -1.0157
H -3.1649 -2.5236 -0.3181
H -2.9379 -1.9115 -1.9649
C -3.2283 1.3625 -2.2096
H -4.2847 1.7121 -2.2264
H -3.2306 0.5542 -2.9466
H -2.6599 2.1883 -2.6672
C 1.2577 0.5705 -2.5306
C 0.0700 1.4360 -2.7559
C -0.3766 1.5738 -4.2059
C -1.2717 0.4346 -4.6628
C -1.3250 -0.6746 -3.5714
C -0.1703 -1.4941 -3.5329
C 1.0337 -1.1740 -4.3857
C 1.8903 -0.0468 -3.7959
H 0.5238 1.6523 -4.8453
H -0.9200 -0.0001 -5.6170
H -0.8903 2.5528 -4.3223
H 2.1064 0.7355 -4.5700
H 1.9170 0.7026 -1.6767
H -0.2459 2.1541 -2.0064
H 2.8948 -0.4544 -3.5509
H 1.6389 -2.0948 -4.5158
H -0.2815 -2.5762 -3.3587
H 0.6964 -0.8965 -5.4030
H -2.2789 0.8193 -4.8639
H -2.2992 -1.1390 -3.3788
P 1.4800 1.7315 0.5734
C 1.2158 2.5108 2.1830
H 2.1219 3.0725 2.4336
H 1.0479 1.7464 2.9560
H 0.3677 3.2086 2.1632
C 3.1289 1.0128 0.7710
H 3.7216 1.7313 1.3411
H 3.5716 0.8343 -0.2131
H 3.0385 0.0723 1.3316
C 1.7057 3.1971 -0.4707
H 1.9603 2.8962 -1.4930
H 2.4948 3.8200 -0.0405
H 0.7596 3.7554 -0.4904
P 0.7578 -2.0004 -0.2967
C -0.2871 -3.2906 -1.0062
H 0.3212 -4.1484 -1.3021
H -0.7525 -2.8621 -1.8987
H -1.1006 -3.5792 -0.3356
C 2.3074 -2.0670 -1.2112
H 2.0824 -1.8091 -2.2471
H 2.7057 -3.0790 -1.1465
H 2.9997 -1.3432 -0.7741
C 1.1265 -2.6652 1.3766
H 1.5201 -3.6930 1.2916
H 0.2167 -2.7025 2.0010
H 1.8788 -2.0505 1.9002
C 2.9631 -0.6996 4.1422
Si 1.1263 -0.7705 4.5153
C 0.4678 -2.4696 4.9936
C 0.5226 0.6135 5.6194
H 3.2368 -1.3151 3.2680
H 3.4959 -1.0831 5.0321
H 3.2830 0.3393 3.9506
H 0.4506 -2.5944 6.0919
H -0.5632 -2.5695 4.6070
H 1.0800 -3.2755 4.5539
H 0.6912 1.6014 5.1531
H -0.5617 0.5030 5.8021
H 1.0509 0.5821 6.5894

Force components x, y, z for each atom (eV/Å):
Os 1.909 -5.655 6.766
C -0.974 -0.242 -1.532
C 0.585 1.053 1.217
C 0.441 0.441 -0.231
C 0.337 -1.294 1.622
C -1.471 0.317 1.352
C -0.161 1.139 0.309
H -0.094 -0.174 -0.262
H -0.215 -0.553 -0.477
H 0.042 0.222 -0.145
C 0.240 0.030 0.364
H -0.084 -0.160 -0.281
H -0.223 -0.010 -0.312
H 0.267 -0.114 -0.728
C -0.583 -0.380 0.564
H -0.027 -0.325 0.195
H -0.060 0.255 -0.791
H -0.060 0.113 -0.290
C -0.186 -0.561 0.019
H 0.296 0.059 0.057
H 0.036 0.501 -0.299
H -0.361 -0.425 0.017
C -0.250 0.228 -1.396
H 0.529 -0.252 1.074
H -0.217 0.316 0.037
H -0.204 -0.177 0.075
C -0.912 1.029 -0.966
C 2.978 2.579 -2.502
C 0.262 1.987 -0.555
C -1.103 -0.419 -0.267
C -1.212 -0.176 -4.135
C 0.046 -0.622 0.182
C 0.429 -0.279 -0.464
C 1.055 0.149 0.081
H -0.587 0.062 0.350
H -0.311 0.216 0.506
H 0.233 -0.633 -0.003
H -0.197 -0.554 0.814
H -0.171 0.168 -0.331
H 0.542 1.073 -0.355
H -0.608 0.342 0.028
H -0.336 0.535 0.114
H -0.013 0.921 -0.061
H 0.190 -0.265 0.455
H 0.223 -0.193 0.098
H 0.242 0.044 -0.513
P -0.585 0.551 0.265
C -0.196 -0.038 0.469
H -0.078 -0.010 -0.003
H 0.050 0.262 -0.243
H 0.335 -0.288 0.009
C -0.175 -0.416 -0.148
H 0.153 -0.124 -0.092
H 0.128 -0.011 0.238
H 0.194 0.264 -0.133
C -0.183 -0.126 -0.341
H 0.065 0.284 0.223
H -0.046 0.011 -0.115
H 0.354 -0.032 0.008
P -0.940 0.874 -0.119
C -0.246 -0.252 -0.257
H -0.219 -0.176 0.105
H 0.001 -0.626 0.752
H 0.327 -0.107 0.094
C -0.047 -0.387 0.124
H 0.281 -0.200 0.318
H 0.298 0.032 -0.065
H 0.065 -0.176 -0.195
C 0.123 0.078 0.280
H -0.106 0.340 -0.131
H 0.476 0.117 -0.366
H -0.397 -0.227 -0.296
C 0.183 0.004 0.185
Si -0.341 0.015 -0.515
C 0.023 -0.020 -0.002
C -0.073 0.133 0.184
H 0.017 0.167 0.478
H 0.074 0.176 -0.431
H -0.046 -0.397 0.158
H -0.038 -0.031 -0.446
H 0.376 -0.091 0.325
H -0.236 0.275 0.203
H -0.023 -0.366 0.334
H 0.457 0.064 0.021
H -0.260 0.139 -0.272

Its spin multiplicity is 5. The calculation puts the orbital gap (alpha / beta) at 4.853 / 4.374 eV. The molar mass is 658.99 g/mol. As for the expectation value of S²: 6.03. As for the total charge: +2.